# 1
CHN3O | ωB97M-V/def2-TZVPD

Properties
Lowest unoccupied orbital energy (spin up / spin down)   -0.009 / -0.030 hartree
Kohn-Sham gap (spin up / spin down)   8.584 / 8.541 eV

CARTESIAN COORDINATES (ANGSTROEM)
C  0.5814  0.9308  -0.6180
N  0.1707  2.1512  -0.1413
N  0.9734  1.5605  0.6002
N  -0.8510  -0.6395  -0.3287
O  -0.3292  -1.5207  0.3658
H  -0.5453  -2.4823  0.1219


# 2
CHN3O | ωB97M-V/def2-TZVPD

Properties
Lowest unoccupied orbital energy (spin up / spin down)   0.031 / -0.107 hartree
Kohn-Sham gap (spin up / spin down)   6.822 / 8.159 eV
Expectation value of S²   2.0181
Multiplicity   3

CARTESIAN COORDINATES (ANGSTROEM)
C  1.4890  0.0200  0.2747
N  -1.6402  0.3892  1.1723
N  -1.1022  0.3410  0.2072
N  -0.6561  -0.1425  -0.7765
O  1.9262  -0.9642  0.6261
H  -0.0168  0.3566  -1.5037